(1)
{"formula": "C4H12N3O", "method": "ωB97M-V/def2-TZVPD", "symbols": ["C", "C", "C", "C", "N", "N", "N", "O", "H", "H", "H", "H", "H", "H", "H", "H", "H", "H", "H", "H"], "coordinates": [[-0.1818, -1.3964, -0.4157], [0.5497, -0.2661, -0.3376], [1.6630, 0.1126, -1.2926], [-1.4625, -1.4778, 0.5194], [1.0282, 3.1025, 0.2547], [-2.3364, -2.3950, 0.2265], [-3.5524, -2.6088, 0.8123], [0.3240, 0.6029, 0.6424], [0.2171, -2.1803, -1.0082], [1.2505, 0.8289, -2.0729], [2.0161, -0.8365, -1.7047], [2.4542, 0.6611, -0.6684], [-1.3202, -0.9070, 1.3587], [1.1607, 3.2392, 1.2564], [1.7841, 3.4229, -0.2549], [-2.2256, -2.7080, -0.7132], [-3.6275, -1.9833, 1.6182], [-4.4346, -2.7711, 0.2634], [0.3341, 3.5230, -0.2262], [0.8722, 1.3631, 0.3472]], "forces_ev_per_a": [[-2.848, 0.342, 2.324], [0.145, 0.335, 0.525], [-0.155, 0.617, 0.818], [4.294, -2.534, -4.536], [1.979, -2.630, 1.903], [-0.383, 2.098, -0.504], [-0.980, -0.183, 1.386], [0.012, -0.712, -0.833], [-0.530, -0.793, -0.648], [0.617, -1.027, 0.808], [0.347, 0.559, -0.361], [-0.851, -0.953, -1.197], [-0.887, 1.396, 2.187], [-0.544, 0.629, -0.614], [2.551, 0.613, -0.636], [-0.100, -0.965, -0.568], [-0.490, -0.510, -0.461], [1.864, 0.526, 0.302], [-3.635, 1.713, -0.697], [-0.404, 1.481, 0.803]], "nbo_charge": [-0.45, 0.45, -0.69, 0.20, -1.07, -0.26, -0.63, -0.69, 0.24, 0.26, 0.25, 0.24, 0.24, 0.40, 0.37, 0.43, 0.39, 0.43, 0.38, 0.51], "total_charge": 1, "fmax_ev_per_a": 6.74, "molar_mass_g_mol": 118.16, "lumo_ha": -0.147}


(2)
{"formula": "C4H12N3O", "method": "ωB97M-V/def2-TZVPD", "symbols": ["O", "C", "C", "N", "H", "H", "H", "H", "H", "C", "N", "C", "N", "H", "H", "H", "H", "H", "H", "H"], "coordinates": [[1.7914, 1.3030, 0.2136], [1.4238, 1.0155, 1.3265], [2.0935, 0.0110, 2.2248], [1.2317, -0.2277, 3.3773], [0.5305, 1.5078, 1.7725], [2.2021, -0.9155, 1.6592], [3.0994, 0.3786, 2.4445], [1.5726, -1.0082, 3.9252], [1.2495, 0.5698, 4.0055], [-3.0052, -0.6656, -1.7296], [0.5260, 0.2854, -2.1096], [-0.6664, 0.0486, -1.6389], [-1.6520, -0.5267, -2.2773], [-3.7099, -0.1410, -2.3671], [-3.0278, -0.2524, -0.7252], [-3.2807, -1.7152, -1.6744], [0.7926, 0.0231, -3.0482], [1.2147, 0.7360, -1.5125], [-0.8726, 0.3366, -0.6154], [-1.5132, -0.7632, -3.2513]], "forces_ev_per_a": [[-0.087, -0.168, -0.289], [-0.064, 0.130, 0.356], [-0.350, -0.003, 0.089], [0.204, 0.093, 0.116], [0.107, -0.057, -0.088], [0.090, -0.016, -0.044], [0.139, 0.037, -0.004], [-0.052, -0.063, -0.089], [-0.037, -0.021, -0.041], [0.089, -0.193, 0.001], [0.111, -0.070, -0.246], [-0.306, -0.112, 0.200], [0.128, 0.246, -0.160], [-0.044, 0.083, 0.029], [-0.011, 0.082, -0.019], [0.027, -0.046, -0.047], [0.009, 0.053, 0.052], [-0.002, 0.032, 0.116], [0.126, 0.113, 0.039], [-0.080, -0.120, 0.029]], "nbo_charge": [-0.59, 0.48, -0.35, -0.83, 0.12, 0.23, 0.22, 0.38, 0.36, -0.41, -0.71, 0.40, -0.50, 0.23, 0.22, 0.23, 0.42, 0.47, 0.22, 0.42], "total_charge": 1, "fmax_ev_per_a": 0.38, "molar_mass_g_mol": 118.16, "lumo_ha": -0.112}


(3)
{"formula": "C4H12N3O", "method": "ωB97M-V/def2-TZVPD", "symbols": ["C", "C", "C", "C", "N", "N", "N", "O", "H", "H", "H", "H", "H", "H", "H", "H", "H", "H", "H", "H"], "coordinates": [[1.6850, 0.1872, -0.5792], [-0.9553, 1.3877, 0.2427], [-1.5723, -0.9078, 1.0473], [-0.8299, -0.0691, 0.0401], [2.9324, -0.2406, -0.3528], [1.3846, 0.9725, -1.5842], [0.7487, -0.3491, 0.1913], [-1.1532, -0.3962, -1.2631], [-0.4387, 1.8448, -0.5458], [-1.9395, 1.9252, 0.5098], [-0.3670, 1.8267, 1.1178], [-1.8987, -1.9032, 0.7246], [-2.5867, -0.5712, 1.2809], [-1.1303, -1.1924, 1.9909], [3.6560, -0.1611, -0.9864], [3.0146, -0.9866, 0.3688], [2.0506, 1.6759, -1.8469], [0.4490, 1.2879, -1.8083], [0.9757, -0.7358, 1.1066], [-1.2337, -1.3743, -1.3486]], "forces_ev_per_a": [[-0.267, -1.791, 0.953], [-0.786, 3.081, 2.972], [-1.425, -1.666, 0.514], [1.403, -0.936, 0.654], [-1.255, -0.839, 2.596], [0.150, 1.504, -1.366], [-2.485, -0.105, 0.730], [-0.227, -0.599, -0.245], [-0.261, 1.184, -1.071], [0.974, -1.548, -1.248], [-0.380, -1.367, -0.706], [0.725, -0.108, -0.913], [0.380, 0.994, -0.033], [0.687, 0.739, 0.351], [1.525, 0.397, -1.479], [0.186, 1.073, -1.065], [0.588, -0.203, -0.313], [0.126, -0.752, 0.233], [0.304, -0.016, -0.640], [0.040, 0.959, 0.074]], "nbo_charge": [0.68, -0.66, -0.69, 0.42, -0.75, -0.76, -0.61, -0.70, 0.20, 0.27, 0.24, 0.24, 0.26, 0.24, 0.42, 0.42, 0.42, 0.44, 0.42, 0.50], "total_charge": 1, "fmax_ev_per_a": 4.35, "molar_mass_g_mol": 118.16, "lumo_ha": -0.107, "smiles": "CC(C)(O)[NH+]=C(N)N"}


(4)
{"formula": "C4H12N3O", "method": "ωB97M-V/def2-TZVPD", "symbols": ["C", "C", "C", "N", "H", "H", "H", "H", "H", "H", "H", "H", "N", "C", "N", "O", "H", "H", "H", "H"], "coordinates": [[-3.0089, 0.6702, -0.9172], [-1.6073, 0.9228, -0.3958], [0.5135, 1.1043, -1.6381], [-0.7207, 1.3154, -1.5151], [-3.3876, 1.5539, -1.4187], [-3.0509, -0.1681, -1.6030], [-3.6729, 0.5067, -0.0760], [-1.6240, 1.7807, 0.2764], [-1.1827, 0.0642, 0.1162], [1.0650, 1.4606, -2.5022], [1.0883, 0.5761, -0.8941], [-1.1816, 1.8389, -2.2611], [2.6677, -2.3808, 1.1352], [1.7601, -1.6972, 1.8094], [1.5147, -0.3829, 1.4977], [1.0082, -2.2359, 2.6824], [3.4057, -1.8397, 0.7042], [2.9331, -3.3064, 1.4710], [1.1184, 0.1075, 2.3014], [2.3618, 0.1097, 1.2273]], "forces_ev_per_a": [[0.119, 0.101, 0.045], [-0.363, 0.297, -0.006], [0.877, 0.049, -0.420], [-0.354, 0.072, -0.045], [-0.064, 0.205, -0.171], [-0.046, -0.191, 0.000], [-0.066, -0.217, 0.084], [0.078, -0.004, 0.106], [0.171, -0.038, -0.094], [-0.255, 0.100, -0.102], [-0.329, -0.184, 0.265], [-0.047, -0.015, 0.013], [0.011, -0.198, 0.956], [0.600, 0.727, -1.415], [0.303, -0.233, 1.203], [-0.298, -0.388, 0.436], [0.067, -0.175, -0.226], [-0.126, 0.040, -0.250], [-0.335, 0.091, -0.250], [0.058, -0.038, -0.129]], "lowdin_spin": [0.00, 0.00, 0.00, 0.00, 0.00, 0.00, 0.00, 0.00, 0.00, 0.00, 0.00, 0.00, 0.03, 0.07, 0.05, 0.84, 0.00, 0.00, 0.00, 0.00], "total_charge": 2, "fmax_ev_per_a": 1.70, "molar_mass_g_mol": 118.16, "spin_multiplicity": 2, "lumo_ha": [-0.291, -0.455]}


(5)
{"formula": "C4H12N3O2P", "method": "ωB97M-V/def2-TZVPD", "symbols": ["C", "C", "C", "C", "N", "N", "N", "O", "O", "P", "H", "H", "H", "H", "H", "H", "H", "H", "H", "H", "H", "H"], "coordinates": [[-1.0019, 1.3137, 1.2388], [-0.0502, 2.2580, 0.3740], [-1.4610, -1.1185, -1.0559], [0.9150, -1.8530, -1.9287], [-0.1826, 0.1019, 1.3371], [0.6650, 0.2703, 2.5080], [0.0153, -1.3029, -0.9184], [2.1742, -0.4891, 0.2795], [0.3359, 1.7492, -0.8647], [0.7632, -0.2565, 0.0135], [-1.0954, 2.0084, 2.0856], [-1.8816, 1.0534, 0.7391], [-0.5802, 3.2119, 0.1482], [0.8663, 2.4968, 1.0051], [-1.8298, -1.8499, -1.6980], [-2.0333, -1.4522, -0.1896], [-1.5478, -0.1101, -1.4001], [2.0346, -1.7030, -1.6434], [0.7743, -2.8759, -2.2368], [0.8270, -1.3331, -3.0148], [0.6936, -0.7228, 2.6952], [1.5993, 0.6035, 2.5263]], "forces_ev_per_a": [[3.045, 2.064, -1.808], [-0.608, 1.335, -0.454], [1.572, -0.507, 0.480], [1.647, 1.444, -3.360], [0.537, 1.758, 1.256], [-2.180, -2.730, 1.349], [-0.367, -1.072, -0.237], [0.526, 0.031, -0.007], [0.491, -3.907, 1.873], [-0.074, 3.674, -0.546], [-0.366, -1.569, 0.614], [-1.572, 0.082, -0.671], [0.225, -0.338, 0.444], [-0.981, -0.190, -0.333], [-0.291, -0.859, -2.061], [0.521, 0.944, 0.724], [-1.086, 0.534, -0.147], [-2.277, -0.325, -0.223], [-0.417, -0.626, 0.786], [-0.031, -0.523, 2.478], [0.752, 0.134, 1.364], [0.934, 0.646, -1.520]], "nbo_charge": [-0.25, -0.09, -0.43, -0.44, -0.64, -0.67, -0.82, -1.06, -0.77, 2.34, 0.24, 0.20, 0.17, 0.14, 0.22, 0.23, 0.23, 0.26, 0.21, 0.19, 0.36, 0.37], "total_charge": 0, "fmax_ev_per_a": 4.36, "molar_mass_g_mol": 165.13, "lumo_ha": 0.028}


(6)
{"formula": "C4H12N4", "method": "ωB97M-V/def2-TZVPD", "symbols": ["C", "C", "N", "N", "N", "H", "H", "H", "H", "H", "H", "H", "C", "C", "N", "H", "H", "H", "H", "H"], "coordinates": [[-1.4007, -1.3219, 1.1677], [-1.8169, -0.0253, -0.9092], [-0.9879, -0.3446, 0.1967], [1.0540, -1.0603, -0.6626], [1.0870, -1.0890, -1.8481], [0.2071, -1.3223, -2.3668], [-0.5437, -1.6417, 1.7598], [-1.8781, -2.1957, 0.7050], [-2.1152, -0.8507, 1.8576], [-1.7027, 1.0301, -1.1748], [-1.5591, -0.6122, -1.8222], [-2.8705, -0.2222, -0.6933], [1.8987, 1.3843, 1.3579], [1.4629, 0.9037, 0.0022], [1.6770, 1.5715, -1.0380], [1.4539, 1.0517, -1.9075], [0.0474, 0.2647, 0.2518], [2.2933, 2.4000, 1.3112], [1.0471, 1.3758, 2.0414], [2.6463, 0.7039, 1.7712]], "forces_ev_per_a": [[0.081, 0.483, 0.039], [0.397, 0.077, -0.166], [2.349, 1.884, 0.236], [-0.357, -1.465, -0.011], [-0.742, 2.049, 0.222], [0.693, -0.875, 0.278], [-0.004, -0.110, -0.089], [0.159, 0.034, 0.031], [-0.076, -0.303, 0.058], [-0.117, -0.088, -0.053], [-0.122, -0.024, -0.053], [0.063, -0.007, 0.006], [-0.392, -0.319, 0.264], [1.289, 1.178, -1.398], [-0.134, -0.391, 0.623], [-0.066, -0.133, 0.080], [-3.103, -1.906, 0.067], [0.055, -0.095, -0.141], [0.035, -0.028, 0.073], [-0.009, 0.041, -0.066]], "nbo_charge": [-0.40, -0.40, -0.59, 0.02, -0.44, 0.38, 0.21, 0.18, 0.18, 0.21, 0.13, 0.21, -0.69, 0.21, -0.62, 0.34, 0.39, 0.23, 0.22, 0.23], "total_charge": 0, "fmax_ev_per_a": 3.64, "molar_mass_g_mol": 116.17, "lumo_ha": [-0.019, -0.001]}


(7)
{"formula": "C4H12N4", "method": "ωB97M-V/def2-TZVPD", "symbols": ["C", "C", "C", "N", "N", "H", "H", "H", "H", "H", "H", "H", "H", "N", "C", "N", "H", "H", "H", "H"], "coordinates": [[-0.2155, -1.5516, 1.3504], [1.7810, 0.3356, 0.4523], [0.5121, 0.0818, -0.3544], [0.8572, 0.0498, -1.7487], [-0.1274, -1.1473, -0.0361], [0.0758, -0.2464, -2.3204], [1.1784, 0.9526, -2.0745], [-0.7066, -0.8120, 1.9959], [0.7813, -1.7517, 1.7362], [-0.7921, -2.4740, 1.3910], [2.4426, -0.5189, 0.3392], [2.2868, 1.2163, 0.0655], [1.5612, 0.4919, 1.5039], [-2.4399, 0.2789, -0.5324], [-0.5325, 1.3406, -0.0179], [-1.6408, 1.2051, -0.8620], [-3.1613, 0.1925, -1.2623], [-1.0689, -1.1527, -0.4480], [-0.7639, 1.2263, 1.0469], [-0.0275, 2.2832, -0.2246]], "forces_ev_per_a": [[-0.019, 0.145, -0.090], [-0.326, -0.118, -0.094], [-0.547, 1.101, 0.358], [0.252, -0.082, -0.443], [-0.241, -0.560, -0.320], [0.032, 0.049, 0.001], [-0.097, 0.033, -0.036], [-0.019, 0.014, 0.102], [0.003, -0.055, 0.117], [0.025, -0.002, 0.086], [0.070, -0.074, -0.001], [0.034, 0.094, -0.023], [0.016, 0.043, 0.139], [0.835, 1.239, -0.013], [1.405, -0.931, 0.677], [-2.014, -1.236, -0.659], [0.192, 0.327, -0.024], [0.555, -0.100, 0.232], [-0.125, 0.127, -0.089], [-0.029, -0.013, 0.081]], "nbo_charge": [-0.41, -0.63, 0.32, -0.83, -0.63, 0.36, 0.36, 0.17, 0.20, 0.21, 0.23, 0.21, 0.21, -0.40, -0.34, -0.13, 0.32, 0.38, 0.20, 0.20], "total_charge": 0, "fmax_ev_per_a": 2.45, "molar_mass_g_mol": 116.17, "lumo_ha": 0.022, "smiles": "[H]/N=N/C[C@](C)(N)NC"}


(8)
{"formula": "C4H12N4", "method": "ωB97M-V/def2-TZVPD", "symbols": ["C", "C", "N", "C", "N", "N", "N", "C", "H", "H", "H", "H", "H", "H", "H", "H", "H", "H", "H", "H"], "coordinates": [[0.2634, 0.3931, 0.3507], [2.5002, 0.2424, -0.2737], [0.7589, -0.1717, -0.8323], [-1.5762, 0.4712, -0.0562], [0.5777, -1.5157, -0.9259], [0.3549, -0.4193, 1.5383], [-1.9213, 1.6422, -0.7091], [-2.4619, -0.4648, 0.3068], [0.4432, 1.4596, 0.4511], [1.0212, -1.9649, -1.7155], [0.5119, -2.0041, -0.0297], [1.2075, -0.1889, 2.0358], [-0.4527, -0.2093, 2.1197], [-1.2426, 1.9282, -1.4059], [-2.8739, 1.6824, -1.0636], [2.7231, 1.1757, 0.2453], [2.9785, 0.2984, -1.2511], [2.8679, -0.6127, 0.2940], [-2.1483, -1.3830, 0.7925], [-3.5316, -0.3587, 0.1288]], "forces_ev_per_a": [[-6.657, -0.267, -0.728], [-0.794, -1.122, -1.880], [4.699, 1.658, 0.715], [1.921, -0.650, 1.215], [-0.564, -0.286, 0.504], [0.003, 0.335, 0.048], [0.338, 0.390, -0.156], [0.477, 0.038, 0.230], [0.457, -0.144, -0.224], [-0.059, 0.304, 0.346], [0.378, 0.047, -0.468], [-0.068, -0.081, 0.186], [0.277, -0.145, 0.032], [-0.153, 0.021, 0.116], [0.348, -0.141, 0.040], [-0.735, 0.056, 0.067], [0.117, -0.192, 0.132], [-0.191, -0.070, -0.080], [0.029, 0.211, 0.089], [0.178, 0.038, -0.184]], "nbo_charge": [0.13, -0.55, -0.22, 0.20, -0.66, -0.89, -0.85, -0.59, 0.19, 0.38, 0.37, 0.37, 0.39, 0.38, 0.37, 0.19, 0.20, 0.19, 0.21, 0.19], "total_charge": 0, "fmax_ev_per_a": 6.70, "molar_mass_g_mol": 116.17, "lumo_ha": 0.037}


What did the fifth record say?
{"formula": "C4H12N3O2P", "method": "ωB97M-V/def2-TZVPD", "symbols": ["C", "C", "C", "C", "N", "N", "N", "O", "O", "P", "H", "H", "H", "H", "H", "H", "H", "H", "H", "H", "H", "H"], "coordinates": [[-1.0019, 1.3137, 1.2388], [-0.0502, 2.2580, 0.3740], [-1.4610, -1.1185, -1.0559], [0.9150, -1.8530, -1.9287], [-0.1826, 0.1019, 1.3371], [0.6650, 0.2703, 2.5080], [0.0153, -1.3029, -0.9184], [2.1742, -0.4891, 0.2795], [0.3359, 1.7492, -0.8647], [0.7632, -0.2565, 0.0135], [-1.0954, 2.0084, 2.0856], [-1.8816, 1.0534, 0.7391], [-0.5802, 3.2119, 0.1482], [0.8663, 2.4968, 1.0051], [-1.8298, -1.8499, -1.6980], [-2.0333, -1.4522, -0.1896], [-1.5478, -0.1101, -1.4001], [2.0346, -1.7030, -1.6434], [0.7743, -2.8759, -2.2368], [0.8270, -1.3331, -3.0148], [0.6936, -0.7228, 2.6952], [1.5993, 0.6035, 2.5263]], "forces_ev_per_a": [[3.045, 2.064, -1.808], [-0.608, 1.335, -0.454], [1.572, -0.507, 0.480], [1.647, 1.444, -3.360], [0.537, 1.758, 1.256], [-2.180, -2.730, 1.349], [-0.367, -1.072, -0.237], [0.526, 0.031, -0.007], [0.491, -3.907, 1.873], [-0.074, 3.674, -0.546], [-0.366, -1.569, 0.614], [-1.572, 0.082, -0.671], [0.225, -0.338, 0.444], [-0.981, -0.190, -0.333], [-0.291, -0.859, -2.061], [0.521, 0.944, 0.724], [-1.086, 0.534, -0.147], [-2.277, -0.325, -0.223], [-0.417, -0.626, 0.786], [-0.031, -0.523, 2.478], [0.752, 0.134, 1.364], [0.934, 0.646, -1.520]], "nbo_charge": [-0.25, -0.09, -0.43, -0.44, -0.64, -0.67, -0.82, -1.06, -0.77, 2.34, 0.24, 0.20, 0.17, 0.14, 0.22, 0.23, 0.23, 0.26, 0.21, 0.19, 0.36, 0.37], "total_charge": 0, "fmax_ev_per_a": 4.36, "molar_mass_g_mol": 165.13, "lumo_ha": 0.028}